DFT (ωB97M-V/def2-TZVPD) results for C15H30AsF6N3O8PZr as an isolated structure.

Cartesian coordinates (Å):
Zr (0.083, -1.077, -0.034)
O (-0.972, 0.955, 0.643)
C (-1.815, 1.238, 1.763)
C (-3.109, 0.408, 1.863)
N (-2.950, -0.973, 2.311)
C (-3.331, -2.068, 1.424)
C (-2.195, -2.170, 0.407)
O (-1.314, -3.021, 0.476)
O (-2.044, -1.137, -0.355)
C (-2.253, -1.222, 3.487)
C (-0.594, -1.179, 3.236)
O (0.057, -1.096, 4.223)
O (-0.288, -1.229, 2.003)
H (-1.216, 1.538, -0.109)
H (-1.214, 1.138, 2.666)
H (-2.125, 2.281, 1.696)
H (-3.736, 0.913, 2.606)
H (-3.630, 0.408, 0.910)
H (-3.423, -2.991, 1.990)
H (-4.267, -1.820, 0.925)
H (-2.408, -0.446, 4.233)
H (-2.429, -2.219, 3.886)
C (2.938, 1.337, -4.428)
C (2.121, 2.497, -3.913)
O (0.824, 2.042, -3.402)
P (0.634, 1.835, -1.839)
O (-0.012, 0.237, -1.804)
C (-0.884, -0.151, -2.972)
C (-0.105, -0.829, -4.076)
O (-0.855, 2.478, -1.601)
C (-1.188, 3.804, -2.116)
C (-2.066, 3.683, -3.337)
H (3.896, 1.709, -4.791)
H (2.435, 0.838, -5.256)
H (3.131, 0.610, -3.637)
H (1.883, 3.207, -4.700)
H (2.648, 3.025, -3.115)
H (-1.351, 0.770, -3.308)
H (-1.656, -0.791, -2.559)
H (0.865, -0.364, -4.216)
H (-0.665, -0.714, -5.005)
H (0.032, -1.890, -3.898)
H (-0.267, 4.344, -2.343)
H (-1.693, 4.324, -1.304)
H (-1.535, 3.187, -4.149)
H (-2.356, 4.677, -3.675)
H (-2.973, 3.122, -3.109)
F (1.440, -2.776, 0.374)
As (2.016, -3.119, -1.345)
F (1.499, -4.703, -1.194)
F (3.589, -3.327, -0.797)
F (2.294, -3.150, -3.002)
F (2.203, -1.349, -1.313)
F (0.257, -2.578, -1.635)
C (3.539, 1.625, 3.311)
N (3.694, 0.821, 2.088)
C (5.037, 0.326, 1.742)
C (2.668, 0.472, 1.398)
N (1.737, 0.166, 0.770)
H (4.159, 2.515, 3.231)
H (3.850, 1.036, 4.172)
H (2.500, 1.919, 3.428)
H (5.705, 1.174, 1.612)
H (4.993, -0.247, 0.819)
H (5.403, -0.309, 2.547)

Total charge: +2
E_LUMO (alpha / beta) in eV: -5.949 / -9.052
Multiplicity: 2
Energy above the lowest of the compared OMol25 structures with the same formula, charge and spin in eV: 1.023
Gap between HOMO and LUMO (alpha / beta) in eV: 9.382 / 6.285
F_max in eV/Å: 0.7

---

DFT (ωB97M-V/def2-TZVPD) results for C15H30BCl2F4N3S5SeW as an isolated structure.

Cartesian coordinates (Å):
W (0.035, -0.398, 0.549)
C (-2.428, -1.109, -1.909)
C (-2.414, 0.395, -2.073)
S (-0.967, 1.156, -1.291)
C (0.245, 1.163, -2.636)
C (0.715, -0.213, -3.056)
S (1.407, -1.026, -1.594)
C (1.108, -2.777, -1.936)
C (1.397, -3.534, -0.658)
S (0.433, -2.961, 0.769)
C (-1.130, -3.868, 0.677)
C (-2.175, -3.261, -0.231)
S (-2.220, -1.442, -0.146)
H (-1.647, -1.606, -2.478)
H (-3.393, -1.523, -2.207)
H (-3.270, 0.849, -1.570)
H (-2.441, 0.708, -3.117)
H (1.069, 1.778, -2.268)
H (-0.217, 1.700, -3.465)
H (1.517, -0.134, -3.791)
H (-0.084, -0.812, -3.485)
H (1.788, -3.086, -2.731)
H (0.081, -2.915, -2.274)
H (2.436, -3.398, -0.356)
H (1.216, -4.603, -0.767)
H (-1.481, -3.889, 1.708)
H (-0.896, -4.893, 0.387)
H (-3.168, -3.601, 0.063)
H (-2.006, -3.526, -1.274)
Se (-0.510, -0.675, 2.924)
C (-2.105, -1.622, 2.887)
N (-3.072, -2.241, 2.786)
F (1.400, 1.985, 2.887)
B (1.128, 2.817, 1.861)
F (0.691, 1.524, 0.590)
F (-0.036, 3.467, 1.890)
F (2.157, 3.361, 1.215)
Cl (-4.170, 3.149, -0.292)
C (-2.820, 3.177, 0.835)
Cl (-2.416, 1.537, 1.422)
H (-3.076, 3.772, 1.703)
H (-1.939, 3.563, 0.336)
C (2.179, -2.570, 3.798)
N (2.458, -1.141, 3.871)
C (2.274, -0.535, 5.192)
C (2.952, -0.447, 2.836)
S (2.419, -0.701, 1.163)
N (3.934, 0.416, 3.021)
C (4.820, 0.338, 4.189)
C (4.337, 1.443, 2.059)
H (2.775, -3.078, 4.559)
H (2.457, -2.958, 2.823)
H (1.125, -2.774, 3.991)
H (1.294, -0.841, 5.558)
H (2.283, 0.549, 5.107)
H (3.026, -0.861, 5.910)
H (4.808, -0.665, 4.603)
H (4.540, 1.061, 4.953)
H (5.828, 0.566, 3.850)
H (3.597, 1.562, 1.281)
H (5.295, 1.168, 1.619)
H (4.447, 2.387, 2.590)

Total charge: +2
E_LUMO (alpha / beta) in eV: -7.340 / -7.325
Energy above the lowest of the compared OMol25 structures with the same formula, charge and spin in eV: 0.639
Gap between HOMO and LUMO (alpha / beta) in eV: 6.791 / 6.873
F_max in eV/Å: 1.3

---

DFT (ωB97M-V/def2-TZVPD) results for C15H30BeFO15 as an isolated structure.

Cartesian coordinates (Å):
Be (1.519, -0.250, 2.056)
F (0.037, -0.324, 0.377)
C (-0.680, 2.957, 0.209)
O (-0.503, 3.572, 1.468)
C (0.215, 2.956, 2.365)
O (0.948, 1.994, 2.157)
O (0.075, 3.517, 3.537)
C (0.652, 2.942, 4.695)
H (-1.116, 3.640, -0.521)
H (-1.379, 2.123, 0.207)
H (0.264, 2.719, -0.282)
H (1.736, 3.028, 4.564)
H (0.411, 1.892, 4.836)
H (0.524, 3.487, 5.626)
C (-0.539, -2.914, -2.072)
O (-0.158, -4.250, -2.312)
C (-0.857, -5.193, -1.681)
O (-1.541, -5.111, -0.696)
O (-0.584, -6.351, -2.287)
C (-1.056, -7.576, -1.737)
H (-1.482, -2.595, -2.520)
H (0.209, -2.334, -2.619)
H (-0.483, -2.504, -1.062)
H (-0.306, -8.359, -1.841)
H (-2.010, -7.919, -2.126)
H (-1.119, -7.532, -0.647)
C (4.530, 3.090, 1.459)
O (3.794, 3.155, 0.250)
C (3.201, 2.072, -0.221)
O (3.045, 1.051, 0.425)
O (2.863, 2.254, -1.481)
C (1.986, 1.235, -1.996)
H (5.492, 2.578, 1.407)
H (3.958, 2.481, 2.162)
H (4.658, 4.115, 1.789)
H (1.392, 0.657, -1.289)
H (2.516, 0.638, -2.729)
H (1.196, 1.809, -2.480)
C (-2.533, -0.184, 2.003)
O (-2.587, -0.391, 3.409)
C (-1.526, -0.283, 4.145)
O (-0.377, -0.119, 3.742)
O (-1.848, -0.342, 5.426)
C (-0.867, -0.043, 6.432)
H (-3.493, 0.172, 1.636)
H (-2.373, -1.131, 1.486)
H (-1.727, 0.476, 1.691)
H (-0.964, -0.707, 7.288)
H (-1.058, 0.993, 6.694)
H (0.124, -0.282, 6.047)
C (-1.512, 0.948, -2.532)
O (-1.791, 0.268, -3.743)
C (-0.833, 0.087, -4.669)
O (0.339, 0.259, -4.449)
O (-1.479, -0.167, -5.794)
C (-0.787, 0.061, -7.007)
H (-0.636, 0.564, -2.009)
H (-2.384, 0.803, -1.901)
H (-1.276, 2.009, -2.646)
H (-0.524, 1.071, -7.328)
H (-1.390, -0.230, -7.868)
H (0.093, -0.580, -7.045)

Total charge: +1
E_LUMO in eV: -7.312
Energy above the lowest of the compared OMol25 structures with the same formula, charge and spin in eV: 0.220
Gap between HOMO and LUMO in eV: 5.144
F_max in eV/Å: 6.2